Computed, not measured: 2 unconnected molecules or ions with the total composition C2H10N4S, with ωB97M-V with the def2-TZVPD basis set.

Last column: Mulliken charge in e.
Atoms and positions in Å:
C -1.0424 -0.5037 0.3033  -0.387
C 2.3708 -1.3023 -0.0420  -0.718
N -2.0604 -0.1000 -0.3659  0.297
N 1.0492 0.6576 0.1659  -0.015
N -2.8970 0.8819 -0.0487  -0.538
N 2.0740 0.0690 -0.2866  0.006
S 0.8588 2.2574 0.0067  0.172
H -0.8958 -0.1793 1.3208  0.477
H -0.4854 -1.3429 -0.0738  0.285
H 2.4475 -1.8505 -0.9865  0.338
H 3.3560 -1.3770 0.4325  0.311
H 1.6355 -1.7627 0.6112  0.328
H -2.2355 -0.5008 -1.2968  0.307
H -3.7374 0.9984 -0.6025  0.285
H -2.9641 1.1766 0.9188  0.277
H 2.7827 0.5808 -0.8281  0.335
H -0.2565 2.2974 0.7717  0.239

Atoms 1-6, force components in eV/Å:
C -1.369 -0.750 0.283
C 0.361 -1.503 0.165
N 0.518 -0.731 -0.494
N 1.867 -0.964 0.065
N -0.620 1.235 0.326
N -0.720 1.846 -0.134

Net charge = +2
Max |F| = 2.1 eV/A



Computed, not measured: 2 unconnected molecules or ions with the total composition C2H10N4S, with ωB97M-V with the def2-TZVPD basis set.

Last column: Mulliken charge in e.
Atoms and positions in Å:
C 0.3589 -0.0536 -0.0876  0.251
C 2.5325 -0.8908 -0.0430  -0.778
N -2.4745 -0.5962 0.4665  -0.060
N 1.5985 0.2107 0.0111  0.599
N -3.6114 -0.3590 -0.0441  -0.179
N 2.0250 1.4112 0.0648  -0.631
S -0.9031 1.1473 -0.0072  -0.265
H -0.0312 -1.1060 -0.2146  0.311
H 3.2696 -0.9346 0.7822  0.349
H 1.9031 -1.7580 0.1177  0.293
H 2.9835 -0.9090 -1.0818  0.375
H -2.4974 -0.4537 1.5351  0.356
H -4.2937 0.2152 0.4208  0.286
H -3.8189 -0.6678 -1.0215  0.313
H 3.0062 1.6763 0.0624  0.276
H 1.3258 2.1004 0.3965  0.217
H -1.3729 0.9674 -1.3574  0.288

Atoms 1-6, force components in eV/Å:
C -2.468 -2.145 -0.285
C 1.094 -1.530 -0.857
N -1.811 -0.756 0.791
N -0.257 -1.454 -0.125
N 1.280 -0.554 -0.202
N 0.395 4.026 0.875

Net charge = +2
Max |F| = 4.1 eV/A



Computed, not measured: 2 unconnected molecules or ions with the total composition C2H10NO, with ωB97M-V with the def2-TZVPD basis set.

Last column: Mulliken charge in e.
Atoms and positions in Å:
C 1.2388 0.5309 1.7517  -1.013
C 0.0796 -0.0622 0.9196  -0.379
N 0.2207 0.2611 -0.5590  -0.305
H 0.8798 0.6593 2.7601  0.324
H 2.0842 -0.1370 1.7596  0.332
H 1.4286 1.5311 1.3798  0.337
H 0.0926 -1.1479 0.9683  0.327
H -0.8988 0.3134 1.2321  0.352
H 0.4258 1.2339 -0.7819  0.356
H -0.6594 -0.0670 -1.0304  0.328
H 0.9041 -0.3474 -1.0125  0.370
H -1.4696 -1.0946 -3.0825  0.327
H -2.6427 -0.7527 -2.1492  0.337
O -1.6838 -0.9209 -2.1557  -0.693

Atoms 1-6, force components in eV/Å:
C -1.460 -0.168 -0.613
C 0.727 0.318 0.235
N -0.728 -1.087 -0.020
H 0.002 -0.092 0.419
H 0.466 0.145 -0.137
H 0.551 0.132 -0.011

Net charge = +1
Max |F| = 1.6 eV/A



E_HOMO: -0.6782; -0.6643; -0.6132 (hartree)
Relative energy (zero: lowest compared OMol25 entry of this formula, charge and spin): 1.9616; 2.5655; 0.0976 (eV)